[1]
The following is a quantum chemistry calculation of a 2-piece molecular cluster, C2H5NO overall at a distorted geometry, from the Open Molecules 2025 dataset.

SMILES: C#C.NO
E_LUMO: 1.07 eV
ΔE to the lowest compared entry with this formula, charge and spin: 112.9 kcal/mol
HOMO level: -9.6 eV
Gap between HOMO and LUMO: 10.66 eV
Multiplicity: 1

The geometry in XYZ format:
```
9
Properties=species:S:1:pos:R:3:lowdin_charge:R:1
C 2.548 0.175 0.094 -0.023
C 1.466 -0.192 -0.227 -0.032
H -1.240 -0.847 0.950 0.102
H -0.995 1.276 0.087 0.095
H -2.466 0.739 -0.671 0.062
H 3.573 0.575 0.375 0.052
H 0.501 -0.593 -0.449 -0.008
N -1.823 0.620 0.076 -0.057
O -1.336 -0.674 -0.003 -0.189
```

***

[2]
The following is a quantum chemistry calculation of one molecule with the formula C20H14BrNO5 at a distorted geometry, from the Open Molecules 2025 dataset.

SMILES: O=C(COC(=O)c1cccc(NC(=O)c2ccco2)c1)c1ccc(Br)cc1
E_LUMO: -0.02 eV
HOMO level: -8.8 eV
Gap between HOMO and LUMO: 8.78 eV
Multiplicity: 1

The geometry in XYZ format:
```
41
Properties=species:S:1:pos:R:3:lowdin_charge:R:1
O -2.264 -0.773 4.620 0.117
C -2.295 -1.033 3.441 -0.319
C -1.632 -2.230 2.873 -0.141
C -2.123 -2.909 1.759 -0.006
C -1.462 -4.024 1.278 -0.106
C -0.308 -4.457 1.910 -0.673
C 0.188 -3.806 3.030 -0.113
C -0.483 -2.700 3.510 -0.004
H -0.124 -2.178 4.384 0.122
H 1.081 -4.165 3.517 0.103
Br 0.608 -5.981 1.237 0.738
H -1.843 -4.554 0.418 0.106
H -3.035 -2.597 1.274 0.110
C -3.014 -0.114 2.459 -0.071
H -3.206 0.843 2.954 0.145
O -2.231 0.133 1.302 0.008
C -2.746 -0.219 0.109 -0.442
O -3.817 -0.766 -0.009 0.102
C -1.856 0.130 -1.017 -0.121
C -0.658 0.805 -0.816 0.055
C 0.151 1.132 -1.900 -0.196
C -0.246 0.769 -3.188 0.009
C -1.438 0.093 -3.378 -0.053
C -2.248 -0.228 -2.306 -0.014
H -3.183 -0.749 -2.440 0.118
H -1.736 -0.182 -4.379 0.109
H 0.382 1.023 -4.025 0.102
N 1.334 1.820 -1.644 0.145
C 2.273 2.276 -2.530 -0.397
O 2.233 2.131 -3.734 0.088
C 3.375 2.988 -1.866 -0.185
C 4.481 3.584 -2.417 0.016
C 5.215 4.126 -1.341 -0.045
C 4.509 3.822 -0.216 -0.102
O 3.398 3.137 -0.517 0.042
H 4.688 4.033 0.820 0.125
H 6.137 4.665 -1.395 0.105
H 4.719 3.620 -3.460 0.121
H 1.510 2.023 -0.668 0.142
H -0.363 1.079 0.186 0.124
H -3.971 -0.566 2.162 0.138
```

***

[3]
The following is a quantum chemistry calculation of C47H51BCrF5N6O2PS3 as an isolated structure, from the Open Molecules 2025 dataset.

E_LUMO (spin up / spin down): -0.45 / -0.46 eV
ΔE to the lowest compared entry with this formula, charge and spin: 0.0 kcal/mol
HOMO level (spin up / spin down): -5.9 / -7.8 eV
Gap between HOMO and LUMO (spin up / spin down): 5.41 / 7.36 eV
Multiplicity: 5

The geometry in XYZ format:
```
117
Properties=species:S:1:pos:R:3:mulliken_spin:R:1
Cr 9.143 12.480 16.584 3.124
C 7.764 8.056 18.794 0.007
C 6.929 8.660 17.714 0.041
C 6.127 7.926 16.888 -0.021
C 5.386 8.564 15.869 0.012
N 5.461 9.845 15.673 0.016
N 6.251 10.557 16.479 -0.013
B 6.271 12.056 16.148 0.625
N 6.475 12.519 14.803 0.004
N 5.740 13.621 14.467 0.145
C 5.839 14.043 13.241 -0.038
C 6.688 13.447 12.273 0.183
C 7.478 12.390 12.646 -0.052
C 8.455 11.744 11.724 -0.007
C 7.387 11.925 13.965 0.289
S 8.460 10.802 14.671 -0.030
C 4.931 15.214 12.908 -0.013
C 3.867 14.718 11.922 -0.005
C 5.770 16.339 12.291 -0.005
C 4.242 15.716 14.177 -0.005
N 5.419 12.899 17.054 -0.007
N 4.103 12.702 16.812 0.027
C 3.245 13.420 17.462 -0.009
C 3.671 14.262 18.532 0.002
C 4.993 14.446 18.773 0.000
C 5.529 15.229 19.923 -0.002
C 5.933 13.817 17.876 -0.098
S 7.569 14.211 17.857 0.011
C 1.805 13.285 17.009 -0.001
C 1.229 14.689 16.765 0.001
C 1.746 12.496 15.708 -0.001
C 0.985 12.558 18.083 0.000
C 7.010 10.049 17.464 -0.069
S 8.061 11.068 18.346 -0.017
C 4.424 7.866 14.925 0.002
C 4.967 8.019 13.499 -0.004
C 3.068 8.587 15.064 -0.002
C 4.258 6.392 15.289 0.001
H 7.491 7.014 18.965 0.000
H 7.646 8.610 19.733 0.000
H 8.830 8.116 18.536 -0.001
H 6.061 6.853 17.018 0.000
H 6.726 13.827 11.253 0.003
H 8.345 12.132 10.707 -0.001
H 8.323 10.660 11.729 -0.005
H 9.470 11.922 12.094 -0.005
H 4.324 14.320 11.016 0.003
H 3.190 15.539 11.636 0.001
H 3.261 13.933 12.388 -0.002
H 6.176 16.045 11.318 0.003
H 6.614 16.601 12.940 -0.001
H 5.158 17.236 12.158 0.002
H 3.674 14.925 14.662 0.004
H 3.554 16.534 13.915 0.000
H 4.970 16.091 14.900 0.000
H 2.918 14.727 19.166 0.000
H 4.716 15.653 20.520 0.000
H 6.210 16.014 19.584 0.002
H 6.117 14.569 20.560 0.000
H 1.780 15.223 15.990 0.000
H 1.197 15.302 17.666 0.000
H 0.189 14.591 16.432 0.000
H 2.361 12.964 14.930 -0.002
H 0.701 12.476 15.373 0.000
H 2.096 11.470 15.837 0.000
H 0.958 13.109 19.035 0.000
H 1.407 11.567 18.295 0.000
H -0.056 12.441 17.748 0.000
H 5.103 9.089 13.277 0.003
H 4.255 7.602 12.776 0.000
H 5.934 7.513 13.382 -0.001
H 3.151 9.652 14.805 0.000
H 2.724 8.506 16.101 0.000
H 2.330 8.107 14.411 0.000
H 5.190 5.838 15.165 0.000
H 3.525 5.929 14.622 0.000
H 3.887 6.267 16.313 0.000
O 9.781 15.824 14.352 0.008
C 10.007 14.869 15.069 -0.002
O 9.194 13.854 15.229 -0.031
C 11.303 14.744 15.858 0.021
P 10.894 13.963 17.436 0.003
C 12.234 13.014 18.121 -0.001
C 13.436 12.717 17.481 0.000
C 14.324 11.812 18.049 0.003
C 14.029 11.208 19.265 -0.004
C 12.847 11.507 19.919 0.006
C 11.950 12.387 19.340 0.010
C 10.675 15.378 18.540 -0.004
C 9.853 16.426 18.105 0.003
C 9.617 17.500 18.946 0.006
C 10.202 17.573 20.206 -0.006
C 11.070 16.569 20.615 0.003
C 11.301 15.476 19.794 -0.008
H 11.799 15.698 16.008 -0.001
H 11.947 14.083 15.277 0.001
H 13.667 13.177 16.521 -0.002
H 15.257 11.574 17.554 0.000
H 14.731 10.519 19.716 0.000
H 12.600 11.021 20.862 0.000
H 10.992 12.568 19.835 -0.012
H 9.363 16.398 17.131 -0.003
H 8.940 18.292 18.636 0.000
H 9.996 18.416 20.858 0.000
H 11.575 16.632 21.571 0.000
H 11.960 14.694 20.118 0.000
F 11.031 12.300 14.182 0.002
C 11.422 11.334 15.033 -0.050
C 10.799 11.225 16.259 -0.063
C 11.252 10.213 17.074 0.063
F 10.713 10.003 18.286 -0.004
C 12.270 9.361 16.710 -0.022
F 12.683 8.390 17.532 -0.001
C 12.873 9.519 15.480 0.020
F 13.856 8.702 15.096 0.001
C 12.445 10.520 14.624 -0.028
F 12.998 10.676 13.421 0.000
```

***

[4]
The following is a quantum chemistry calculation of a 14-piece molecular cluster, C42H84O26 overall at a distorted geometry, from the Open Molecules 2025 dataset.

E_LUMO: 0.21 eV
ΔE to the lowest compared entry with this formula, charge and spin: 29.7 kcal/mol
HOMO level: -9.4 eV
Gap between HOMO and LUMO: 9.58 eV
Multiplicity: 1

The geometry in XYZ format:
```
152
Properties=species:S:1:pos:R:3:lowdin_charge:R:1
C 1.576 -3.667 -4.577 -0.062
O 2.485 -4.357 -5.383 0.000
C 3.575 -3.690 -5.852 -0.548
O 3.929 -2.548 -5.586 0.096
O 4.193 -4.490 -6.726 0.006
C 5.343 -3.972 -7.386 -0.044
H 2.060 -3.068 -3.805 0.082
H 0.835 -4.359 -4.181 0.100
H 0.976 -2.979 -5.179 0.099
H 6.071 -3.558 -6.690 0.096
H 5.056 -3.190 -8.090 0.098
H 5.825 -4.724 -8.007 0.094
C -1.784 7.224 -2.568 -0.062
O -1.262 5.914 -2.597 -0.037
C -0.357 5.535 -1.636 -0.576
O -0.137 6.240 -0.679 0.122
O 0.144 4.379 -2.032 0.017
C 1.097 3.806 -1.168 -0.052
H -0.980 7.897 -2.859 0.104
H -2.189 7.396 -1.568 0.076
H -2.708 7.273 -3.141 0.097
H 1.128 2.749 -1.427 0.070
H 0.863 3.864 -0.106 0.085
H 2.089 4.201 -1.388 0.096
C 1.485 1.116 5.504 -0.035
O 1.200 2.280 6.243 0.010
C 0.661 2.163 7.447 -0.598
O 0.429 1.124 8.037 0.115
O 0.412 3.401 7.880 0.003
C -0.322 3.552 9.104 -0.038
H 1.870 1.416 4.533 0.076
H 0.603 0.479 5.414 0.076
H 2.188 0.520 6.088 0.109
H 0.290 3.353 9.982 0.095
H -1.272 3.021 9.152 0.096
H -0.575 4.611 9.125 0.090
C -2.314 -0.419 6.540 -0.053
O -2.671 0.870 6.061 -0.009
C -2.853 1.113 4.713 -0.552
O -3.202 2.173 4.266 0.136
O -2.709 -0.010 4.018 -0.012
C -3.139 -0.055 2.683 -0.051
H -1.239 -0.548 6.398 0.076
H -2.827 -1.253 6.065 0.079
H -2.494 -0.404 7.613 0.102
H -3.040 -1.046 2.242 0.088
H -2.485 0.508 2.015 0.065
H -4.151 0.260 2.427 0.096
C -1.280 1.524 -3.243 0.003
O -1.906 1.394 -4.531 0.029
C -1.946 0.221 -5.117 -0.619
O -1.529 -0.810 -4.617 0.086
O -2.477 0.363 -6.314 0.016
C -2.655 -0.804 -7.118 -0.026
H -1.764 0.892 -2.499 0.088
H -1.288 2.564 -2.927 0.087
H -0.246 1.206 -3.379 0.083
H -3.099 -1.570 -6.483 0.094
H -1.729 -1.099 -7.608 0.097
H -3.372 -0.581 -7.907 0.093
C 0.435 1.415 1.945 -0.028
O 0.686 1.024 0.610 -0.008
C 0.026 -0.010 0.073 -0.571
O -0.770 -0.698 0.688 0.099
O 0.484 -0.197 -1.150 -0.020
C 0.034 -1.295 -1.917 -0.029
H -0.614 1.438 2.237 0.079
H 0.955 2.347 2.161 0.092
H 0.902 0.689 2.615 0.077
H -1.049 -1.377 -1.839 0.089
H 0.514 -2.194 -1.529 0.076
H 0.373 -1.155 -2.941 0.085
C -3.249 -3.585 -2.740 -0.027
C -4.550 -4.058 -3.377 -0.493
O -5.159 -3.297 -4.080 0.064
C -4.997 -5.501 -3.096 -0.015
H -3.037 -2.551 -3.003 0.056
H -2.407 -4.232 -2.988 0.083
H -3.425 -3.682 -1.667 0.078
H -5.998 -5.634 -3.504 0.078
H -5.070 -5.704 -2.029 0.080
H -4.270 -6.115 -3.628 0.084
C 4.458 2.618 0.393 -0.016
C 3.914 3.219 1.634 -0.494
O 3.813 2.566 2.656 0.055
C 3.400 4.636 1.561 -0.013
H 4.505 1.531 0.392 0.078
H 5.460 3.027 0.243 0.101
H 3.876 3.003 -0.447 0.068
H 2.312 4.691 1.540 0.078
H 3.791 5.147 0.680 0.081
H 3.737 5.217 2.420 0.090
C 2.603 -3.200 0.133 -0.001
C 2.188 -4.502 -0.568 -0.490
O 1.024 -4.695 -0.811 0.053
C 3.193 -5.501 -1.092 -0.013
H 1.877 -2.900 0.884 0.057
H 2.678 -2.458 -0.664 0.077
H 3.603 -3.366 0.534 0.069
H 3.754 -5.848 -0.223 0.084
H 3.838 -5.037 -1.840 0.086
H 2.663 -6.327 -1.561 0.085
C -4.468 -0.870 -0.841 -0.008
C -5.684 -0.080 -0.248 -0.458
O -6.227 -0.410 0.794 0.041
C -6.236 1.058 -1.077 -0.013
H -3.537 -0.314 -0.709 0.066
H -4.623 -1.028 -1.908 0.070
H -4.272 -1.785 -0.284 0.072
H -7.048 1.511 -0.511 0.085
H -6.523 0.611 -2.029 0.089
H -5.410 1.758 -1.207 0.061
C -0.987 -3.663 5.082 -0.017
C 0.073 -2.815 4.415 -0.459
O 0.934 -2.260 5.082 0.053
C -0.065 -2.666 2.892 -0.011
H -1.924 -3.123 5.216 0.070
H -0.602 -3.751 6.100 0.086
H -1.107 -4.665 4.673 0.087
H 0.529 -3.473 2.456 0.075
H 0.390 -1.754 2.512 0.050
H -1.107 -2.737 2.587 0.081
C 4.061 -3.521 3.552 -0.017
C 4.511 -2.105 3.850 -0.461
O 5.337 -1.767 4.701 0.053
C 3.901 -1.027 2.963 -0.019
H 4.102 -4.033 4.513 0.090
H 4.696 -4.007 2.812 0.084
H 3.041 -3.449 3.176 0.050
H 3.989 -0.067 3.466 0.072
H 2.847 -1.282 2.834 0.053
H 4.387 -1.080 1.988 0.085
C -2.718 3.980 1.389 -0.001
C -3.332 3.951 -0.005 -0.460
O -3.312 2.972 -0.719 0.048
C -4.221 5.172 -0.345 -0.001
H -1.879 3.292 1.276 0.065
H -3.374 3.738 2.223 0.082
H -2.329 4.989 1.538 0.085
H -4.880 5.445 0.477 0.086
H -4.859 4.965 -1.205 0.080
H -3.506 5.916 -0.700 0.057
C 3.947 0.950 -4.905 -0.008
C 3.203 1.222 -3.594 -0.458
O 2.343 2.095 -3.463 0.046
C 3.632 0.353 -2.443 -0.021
H 3.454 1.460 -5.731 0.085
H 3.665 -0.084 -5.128 0.059
H 5.029 0.984 -4.799 0.089
H 4.635 0.735 -2.243 0.091
H 3.648 -0.681 -2.786 0.078
H 2.993 0.493 -1.573 0.067
```

***

no.,E_tot (eV)
1,-5688.33175
2,-102737.61221
3,-147084.43894
4,-98149.68531